# 1
This record from the Open Molecules 2025 dataset describes a molecular structure, C2H2Li3O2. The level of theory is the ωB97M-V functional and the def2-TZVPD basis.

Each line ends with the Löwdin charge.
Element x y z (Å)
O  1.50747  1.15336  0.42141  -0.410
C  0.48710  0.74621  -0.31286  -0.425
C  -0.66891  0.19798  0.16187  -0.417
Li  2.10653  1.55835  1.97920  0.761
Li  0.34361  -1.73539  -0.39309  0.413
H  0.71064  0.54046  -1.38189  0.104
H  -0.92809  0.36873  1.22070  0.099
Li  -2.20090  -2.07018  -1.21419  0.424
O  -1.35746  -0.75952  -0.48116  -0.548

The gap between HOMO and LUMO (spin up / spin down) comes out at 2.64 / 5.30 eV. The molar mass comes out at 78.859 u. The spin multiplicity is 2. As for the expectation value of S²: 0.75. For the energy above the lowest of the compared OMol25 structures with the same formula, charge and spin, the calculation gives 0.323 eV. The value obtained for the HOMO energy (spin up / spin down) is -3.663 / -6.391 eV. The calculation puts the LUMO energy (spin up / spin down) at -1.02 / -1.09 eV.


# 2
This record from the Open Molecules 2025 dataset describes 2 unconnected molecules or ions with the total composition C6H13Cl2OPS. The level of theory is the ωB97M-V functional and the def2-TZVPD basis.

Each line ends with the Löwdin charge.
Element x y z (Å)
C  -0.05077  -0.53431  -2.45229  -0.107
C  1.59772  2.20258  1.40891  -0.198
C  -1.66483  0.33965  0.49473  -0.113
C  -0.83199  -1.34626  -1.33687  -0.292
C  1.74694  1.52407  0.10734  -0.753
C  -0.78811  -0.81163  0.04811  -0.442
O  0.76310  -2.93589  1.07724  -0.391
P  -0.38948  -2.07442  1.24352  -0.031
S  2.05099  -0.18450  0.16271  0.769
Cl  -2.09191  -3.23328  1.28949  0.316
Cl  -0.69374  -1.09321  3.07207  0.314
H  -0.20980  -1.12205  -3.33341  0.055
H  -0.42141  0.50173  -2.47263  0.068
H  1.09650  -0.39746  -2.21196  0.057
H  1.04290  3.22544  1.35378  0.105
H  1.12644  1.53991  2.14499  0.046
H  2.53209  2.50436  1.91049  0.071
H  -2.60095  0.16273  0.00583  0.079
H  -1.82637  0.35322  1.58782  0.021
H  -1.42695  1.35769  0.18087  0.088
H  -1.88442  -1.24351  -1.75113  0.135
H  -0.55908  -2.40352  -1.43956  0.105
H  2.52063  1.92207  -0.52075  0.062
H  0.96250  1.74658  -0.56930  0.037

The gap between HOMO and LUMO (spin up / spin down) comes out at 6.68 / 6.69 eV. The molar mass comes out at 235.116 u. The spin multiplicity is 1. For the energy above the lowest of the compared OMol25 structures with the same formula, charge and spin, the calculation gives 1.525 eV. The value obtained for the HOMO energy (spin up / spin down) is -8.775 / -8.779 eV. The calculation puts the LUMO energy (spin up / spin down) at -2.09 / -2.09 eV.


# 3
This record from the Open Molecules 2025 dataset describes 2 unconnected molecules or ions with the total composition C3H7NOS2. The level of theory is the ωB97M-V functional and the def2-TZVPD basis.

Each line ends with the Löwdin charge.
Element x y z (Å)
C  2.41128  0.76340  -0.78069  -0.092
C  -1.49345  0.33596  -1.42779  -0.412
C  1.06843  -1.21497  1.24465  -0.425
N  -0.78372  0.67035  1.09700  -0.660
O  1.75209  0.54742  -1.68454  -0.025
S  -1.28169  1.68848  -0.28593  0.755
S  0.91755  0.52518  1.38611  0.758
H  -2.01578  0.78392  -2.20826  0.002
H  -2.17604  -0.33436  -1.02997  0.009
H  -0.48834  -0.08540  -1.72762  0.042
H  1.76729  -1.65708  1.98028  0.054
H  1.21511  -1.67529  0.19521  0.075
H  0.15267  -1.57772  1.39258  -0.031
H  -1.04541  1.23009  1.84896  -0.049

The gap between HOMO and LUMO comes out at 9.32 eV. The molar mass comes out at 137.229 u. The spin multiplicity is 1. For the energy above the lowest of the compared OMol25 structures with the same formula, charge and spin, the calculation gives 2.882 eV. The value obtained for the HOMO energy is -8.633 eV. The calculation puts the LUMO energy at 0.69 eV.


# 4
This record from the Open Molecules 2025 dataset describes a molecular structure, C18H9BrN5O2PbS. The level of theory is the ωB97M-V functional and the def2-TZVPD basis.

Each line ends with the Löwdin charge.
Element x y z (Å)
Pb  1.51025  0.20544  1.00392  1.456
S  -1.96401  -4.81528  -3.96918  1.069
N  -1.97213  -4.79305  -2.36059  -0.200
C  -1.39141  -3.66150  -2.00180  -0.303
C  -1.15298  -3.22615  -0.63792  -0.071
C  -1.58615  -3.94298  0.48008  0.037
C  -1.33426  -3.44663  1.73531  -0.003
C  -0.61949  -2.25745  1.85565  -0.088
N  -0.19153  -1.57840  0.79626  -0.023
C  -0.47408  -2.02534  -0.44181  -0.145
C  -0.10052  -1.16666  -1.57878  -0.143
N  0.45197  0.03585  -1.31168  -0.018
C  0.72751  0.85590  -2.32029  -0.118
C  0.48679  0.53032  -3.65062  -0.011
C  -0.06011  -0.69650  -3.93842  0.037
C  -0.36742  -1.56546  -2.88995  -0.070
C  -0.99611  -2.85739  -3.09870  -0.304
N  -1.28144  -3.39093  -4.27402  -0.201
H  -2.12301  -4.87186  0.33208  0.132
H  -1.67462  -3.95959  2.62454  0.124
H  -0.38589  -1.82587  2.82050  0.114
H  1.15618  1.81539  -2.05645  0.053
H  0.72403  1.24202  -4.42929  0.122
H  -0.26886  -1.00511  -4.95525  0.132
Br  2.87160  3.37562  -0.47701  0.799
C  1.88287  3.69577  1.10672  -0.720
C  1.87863  4.95333  1.67347  -0.078
C  1.15500  5.12202  2.84740  -0.007
C  0.49115  4.04241  3.40516  0.032
C  0.56490  2.82165  2.76306  -0.180
N  1.24037  2.65807  1.62088  -0.057
C  -0.08531  1.58447  3.36490  -0.582
O  -0.74565  1.71060  4.36634  0.114
O  0.16121  0.46890  2.73717  -0.268
H  2.42238  5.76549  1.21314  0.113
H  1.12702  6.09377  3.32320  0.126
H  -0.07687  4.10911  4.32199  0.133

The gap between HOMO and LUMO comes out at 8.57 eV. The molar mass comes out at 646.474 u. The spin multiplicity is 1. As for the charge: +1. The value obtained for the HOMO energy is -12.279 eV. The calculation puts the LUMO energy at -3.71 eV.


# 5
This record from the Open Molecules 2025 dataset describes a molecular structure, C18H21AlCl16F2IN2O5SSi. The level of theory is the ωB97M-V functional and the def2-TZVPD basis.

Each line ends with the Löwdin charge.
Element x y z (Å)
C  3.41064  0.28571  3.70757  -0.177
N  2.79978  0.51250  2.31080  -0.218
C  1.39885  1.14126  2.45065  -0.294
Al  0.53405  0.90272  0.55933  0.212
Si  2.20499  1.77412  -0.80791  0.455
C  1.42251  2.71482  -2.30723  -0.295
C  3.24149  0.23866  -1.45784  -0.294
C  3.39286  3.03782  0.06500  -0.271
O  -0.03522  -0.91554  0.31109  -0.247
C  -1.54216  -0.91145  0.34284  -0.313
C  -1.83239  -2.35825  -0.37238  -0.009
C  -3.19218  -3.13111  0.09093  -0.158
O  -4.19885  -3.19129  -0.82512  -0.070
F  -3.44100  -3.84575  1.36217  -0.025
C  -1.77716  -1.05933  1.95793  -0.039
C  -3.20408  -0.51285  2.53192  -0.128
O  -4.21411  -1.37203  2.84498  -0.033
F  -3.52209  0.93295  2.83417  -0.058
C  -1.90361  0.49077  -0.43233  -0.388
C  -3.41151  1.06771  -0.54100  -0.088
C  -4.61384  0.01418  -0.84388  -0.595
O  -5.34791  -0.55982  0.15025  -0.232
I  -5.30385  -0.58915  -2.88064  0.739
N  -1.16911  0.81773  -1.74936  0.099
C  -1.70921  0.12850  -2.80176  -0.532
S  -1.76188  -1.01740  -4.10352  0.534
O  -1.25056  1.53744  0.43121  -0.209
H  3.25792  1.30546  4.28901  0.090
H  2.82447  -0.54512  4.31220  0.006
H  4.56311  0.03186  3.59389  0.083
H  2.64234  -0.43893  1.86241  0.079
H  1.52942  2.27081  2.72725  0.065
H  0.85817  0.51608  3.27869  0.019
H  2.11385  3.59410  -2.66176  0.026
H  0.36118  3.15701  -2.06414  0.035
H  1.27965  1.98223  -3.22002  0.022
H  3.03658  0.11328  -2.62288  0.010
H  2.81467  -0.75216  -0.96295  -0.021
H  4.39126  0.35462  -1.23379  0.040
H  3.55067  3.95502  -0.68024  0.034
H  2.86665  3.40016  1.04802  0.024
H  4.44254  2.50546  0.26400  0.046
H  -1.82131  -2.34784  -1.54459  0.101
H  -0.92149  -3.06273  -0.05502  0.155
H  -0.93464  -0.53522  2.62232  0.082
H  -1.69820  -2.21197  2.25999  0.127
H  -3.74390  1.70838  0.40987  0.148
H  -3.42030  1.85735  -1.43739  0.140
C  0.45210  -2.43072  5.66971  -1.979
Cl  0.61374  -2.15189  3.91735  0.596
Cl  1.31755  -1.15087  6.55714  0.527
Cl  -1.27187  -2.40323  6.11888  0.525
Cl  1.14894  -4.01703  6.08546  0.507
C  4.95210  -3.04209  -2.87748  -1.983
Cl  4.64823  -2.02004  -4.30497  0.460
Cl  5.30349  -4.70775  -3.40344  0.501
Cl  6.34534  -2.39872  -1.97219  0.511
Cl  3.51129  -3.04174  -1.82922  0.550
C  -8.24793  1.95964  1.47255  -2.002
Cl  -8.70715  1.62090  -0.21536  0.503
Cl  -9.64970  1.68182  2.53669  0.493
Cl  -6.91425  0.88035  1.95317  0.586
Cl  -7.72051  3.65557  1.61565  0.497
C  4.25030  0.91498  -6.86736  -1.992
Cl  3.07679  1.50664  -8.07047  0.511
Cl  4.24026  -0.86667  -6.85406  0.470
Cl  5.88012  1.49658  -7.29161  0.508
Cl  3.80402  1.52350  -5.25325  0.530

The gap between HOMO and LUMO comes out at 6.36 eV. The molar mass comes out at 1164.658 u. The spin multiplicity is 1. As for the charge: -1. The value obtained for the HOMO energy is -5.160 eV. The calculation puts the LUMO energy at 1.20 eV.


# 6
This record from the Open Molecules 2025 dataset describes C16H27N3O3 in the gas phase. The level of theory is the ωB97M-V functional and the def2-TZVPD basis.

Each line ends with the Löwdin charge.
Element x y z (Å)
C  2.40605  0.08981  1.67357  0.061
C  1.24004  -0.76853  1.68758  -0.324
O  0.14207  -0.35342  2.39983  -0.027
C  -1.00165  -1.21242  2.29541  -0.184
C  -1.89943  -0.67625  1.16960  -0.166
C  -3.20883  -1.40848  1.11072  -0.208
N  -4.09168  -0.69373  0.14936  -0.158
C  -4.97072  0.36687  0.67727  -0.187
C  -5.60537  1.11025  -0.51517  -0.164
C  -6.32591  0.07118  -1.42301  -0.221
C  -5.41233  -1.05126  -1.86888  -0.207
C  -4.81371  -1.70550  -0.64401  -0.217
N  1.48804  -1.95087  1.12484  0.147
O  2.87515  -1.85456  0.71049  -0.028
C  3.39716  -0.63743  1.10915  -0.261
C  4.80686  -0.17934  1.07773  -0.101
N  5.02456  0.78533  -0.05747  -0.153
C  6.23386  1.65089  -0.05529  -0.161
C  6.11110  2.66355  -1.20461  -0.189
O  5.86127  1.99530  -2.46513  -0.145
C  4.58508  1.34013  -2.44084  -0.183
C  4.69790  0.23756  -1.38947  -0.159
H  2.50730  1.06946  2.09140  0.121
H  -1.49988  -1.13619  3.26717  0.127
H  -0.72673  -2.27163  2.15370  0.125
H  -2.11783  0.38515  1.37069  0.117
H  -1.38737  -0.73222  0.19222  0.130
H  -2.94682  -2.41143  0.78906  0.118
H  -3.68453  -1.45402  2.09636  0.124
H  -5.73657  -0.05380  1.32838  0.114
H  -4.39508  1.07509  1.26742  0.109
H  -6.29366  1.89451  -0.18035  0.107
H  -4.81008  1.54428  -1.12882  0.110
H  -6.73374  0.51333  -2.33710  0.104
H  -7.17513  -0.34505  -0.89068  0.104
H  -5.99419  -1.76260  -2.43448  0.103
H  -4.59054  -0.61340  -2.49412  0.131
H  -4.18384  -2.49689  -1.01916  0.108
H  -5.60599  -2.19365  -0.02951  0.131
H  5.05793  0.28338  2.01746  0.120
H  5.45039  -1.07650  0.98700  0.132
H  6.41360  2.15481  0.92327  0.129
H  7.12581  1.02322  -0.27107  0.121
H  7.06713  3.20354  -1.28926  0.121
H  5.33332  3.42388  -0.93559  0.129
H  4.33578  0.90732  -3.41853  0.126
H  3.77749  2.02633  -2.15185  0.123
H  5.51731  -0.43803  -1.66373  0.126
H  3.75636  -0.33795  -1.36152  0.126

The gap between HOMO and LUMO comes out at 9.39 eV. The molar mass comes out at 309.410 u. The spin multiplicity is 1. Its SMILES is c1c(OCCCN2CCCCC2)noc1CN1CCOCC1. For the energy above the lowest of the compared OMol25 structures with the same formula, charge and spin, the calculation gives 6.078 eV. The value obtained for the HOMO energy is -8.480 eV. The calculation puts the LUMO energy at 0.91 eV.


# 7
This record from the Open Molecules 2025 dataset describes a molecular structure, C5H11NO2. The level of theory is the ωB97M-V functional and the def2-TZVPD basis.

Each line ends with the Löwdin charge.
Element x y z (Å)
C  -0.66656  0.94212  -1.72348  -0.059
C  -0.10724  0.10997  -0.55749  -0.419
C  -0.48722  -1.38496  -0.58018  -0.149
C  1.11786  0.69479  0.17059  -0.340
C  -0.43233  0.94823  0.60341  -0.369
H  -1.84553  0.86706  -1.74705  0.122
H  -0.33670  0.43975  -2.61556  0.058
H  -0.48496  2.12192  -1.78133  0.135
H  -1.44339  -1.54715  -1.06630  0.124
H  0.30906  -1.93750  -1.12936  0.134
H  -0.41940  -2.68912  0.92684  0.107
H  1.42159  1.48118  -0.54443  0.114
H  1.33846  -1.13642  1.40091  0.245
H  2.09234  1.14910  2.39009  0.216
H  -1.11687  1.69311  0.39221  0.117
H  -0.18446  -0.57477  2.26687  0.255
N  2.12496  0.21215  1.10010  -0.043
O  -0.15506  -1.80198  0.72048  -0.136
O  -0.72455  0.41252  1.77369  -0.112

The gap between HOMO and LUMO comes out at 7.84 eV. The molar mass comes out at 117.148 u. The spin multiplicity is 1. For the energy above the lowest of the compared OMol25 structures with the same formula, charge and spin, the calculation gives 10.598 eV. The value obtained for the HOMO energy is -7.769 eV. The calculation puts the LUMO energy at 0.07 eV.


What is the formula in the fourth record? C18H9BrN5O2PbS


What is the formula in the seventh record? C5H11NO2